{
  "formula": "C32H21Cl5O5PdS",
  "method": "ωB97M-V/def2-TZVPD",
  "de_lowest_kj_mol": 0.0,
  "multiplicity": 1,
  "lumo_ev": 4.137,
  "charge": -2,
  "elements": ["Pd", "Cl", "C", "C", "Cl", "C", "Cl", "C", "O", "C", "Cl", "C", "Cl", "O", "C", "C", "O", "O", "C", "C", "C", "C", "C", "C", "C", "C", "C", "C", "C", "C", "H", "H", "H", "H", "H", "H", "H", "H", "H", "H", "H", "O", "S", "C", "C", "C", "C", "C", "C", "C", "C", "C", "C", "C", "C", "H", "H", "H", "H", "H", "H", "H", "H", "H", "H"],
  "positions_angstrom": [[0.106971, -0.431832, 1.351247], [5.513499, -1.351782, 6.079513], [4.680063, -1.165326, 4.561678], [3.426420, -1.744699, 4.348744], [2.683116, -2.638058, 5.646567], [2.768436, -1.620826, 3.141220], [1.208965, -2.336002, 2.909895], [3.309835, -0.881313, 2.027712], [2.723015, -0.728602, 0.940818], [4.605849, -0.309074, 2.299006], [5.306049, 0.617364, 1.007614], [5.253200, -0.448015, 3.509755], [6.814644, 0.290109, 3.746476], [-0.023116, -0.806353, -1.473338], [-0.753472, -1.915166, -1.926605], [-1.308340, -2.749510, -0.715403], [-2.063353, -3.688111, -1.015737], [-0.883342, -2.435070, 0.424545], [-1.862416, -1.354279, -2.835166], [-2.941549, -2.111903, -3.292911], [-3.906477, -1.550239, -4.121789], [-3.820012, -0.220696, -4.513462], [-2.755956, 0.543092, -4.054828], [-1.792671, -0.018356, -3.225183], [0.192893, -2.835988, -2.730056], [-0.257333, -3.971030, -3.401980], [0.627951, -4.792674, -4.085106], [1.987550, -4.501776, -4.105719], [2.444155, -3.379788, -3.430626], [1.554470, -2.554247, -2.749313], [0.251423, -1.035466, -0.563832], [-3.049049, -3.125972, -2.940355], [-4.741886, -2.159217, -4.448944], [-4.577617, 0.216759, -5.153404], [-2.674005, 1.587598, -4.333407], [-0.973758, 0.583903, -2.857365], [-1.303306, -4.230776, -3.361439], [0.251772, -5.673733, -4.593103], [2.681026, -5.150643, -4.628336], [3.501108, -3.140781, -3.419252], [1.918152, -1.688178, -2.213103], [-2.726081, 0.687882, 1.557370], [-1.800032, 1.526456, 0.729540], [-2.437036, 3.201660, 1.102511], [-1.953738, 4.303022, 0.410911], [-2.402710, 5.575722, 0.735390], [-3.339829, 5.743598, 1.748780], [-3.828767, 4.634034, 2.427244], [-3.380866, 3.358076, 2.102725], [-0.206668, 1.653370, 1.539535], [0.872832, 2.299190, 0.887972], [2.030674, 2.550677, 1.580521], [2.162464, 2.158352, 2.928295], [1.136226, 1.499075, 3.562137], [-0.067823, 1.211547, 2.879391], [-1.221047, 4.167340, -0.377485], [-2.019491, 6.436084, 0.199653], [-3.687611, 6.736860, 2.006559], [-4.563642, 4.761179, 3.213910], [-3.743211, 2.469452, 2.605250], [0.782918, 2.566483, -0.158944], [2.866068, 3.016533, 1.073095], [3.093503, 2.340342, 3.451760], [1.253165, 1.168188, 4.587803], [-0.942222, 0.841527, 3.401072]],
  "atomic_forces_ev_per_a": [[-0.2, 0.3, 0.9], [-0.1, 0.0, -0.1], [0.1, 0.0, 0.0], [-0.1, 0.0, 0.0], [0.1, 0.1, -0.1], [-0.1, -0.1, 0.2], [0.3, -0.2, 0.0], [0.0, 0.1, -0.1], [0.0, -0.1, 0.1], [0.0, 0.0, 0.0], [0.0, -0.1, 0.1], [0.1, 0.1, 0.0], [-0.1, 0.0, 0.0], [0.1, 0.0, -0.2], [0.0, 0.2, -0.5], [-0.1, -0.4, 0.3], [0.0, 0.1, 0.0], [0.1, 0.3, -0.4], [0.0, -0.1, 0.1], [0.0, 0.1, 0.0], [0.1, 0.0, 0.0], [0.1, 0.0, 0.0], [0.0, -0.1, 0.0], [0.0, 0.1, -0.1], [-0.1, 0.0, 0.1], [0.0, 0.0, 0.0], [0.0, 0.1, 0.0], [0.0, 0.0, 0.0], [-0.1, 0.0, 0.0], [0.1, 0.0, 0.0], [0.1, 0.0, -0.2], [0.0, 0.0, 0.0], [0.0, 0.0, 0.0], [0.0, 0.0, 0.0], [0.0, 0.0, 0.0], [0.0, 0.0, 0.0], [0.0, 0.0, 0.0], [0.0, 0.0, 0.0], [0.0, 0.0, 0.0], [0.0, 0.0, 0.0], [0.0, 0.0, 0.0], [0.3, 0.1, -0.2], [-0.6, 0.1, 0.3], [0.3, 0.0, 0.0], [0.0, 0.1, 0.0], [0.0, 0.0, 0.0], [0.0, 0.0, 0.0], [0.0, 0.0, 0.0], [-0.1, 0.1, 0.0], [-0.3, -0.3, -0.1], [-0.1, -0.1, 0.0], [0.1, 0.0, 0.1], [0.0, 0.0, -0.1], [0.0, -0.1, -0.1], [0.1, -0.1, -0.2], [0.0, 0.0, 0.0], [0.0, 0.0, 0.0], [0.0, 0.0, 0.0], [0.0, 0.0, 0.0], [0.0, 0.0, 0.0], [0.0, 0.0, 0.0], [0.0, 0.0, 0.0], [0.0, 0.0, 0.0], [0.0, 0.0, 0.0], [0.0, 0.0, 0.0]],
  "lowdin_charge": [0.450, 0.575, -0.742, -0.711, 0.616, -0.597, 0.739, -0.550, -0.097, -0.621, 0.650, -0.718, 0.602, -0.073, -0.321, -0.588, -0.013, -0.070, -0.095, -0.031, -0.099, -0.128, -0.102, -0.021, -0.100, -0.028, -0.102, -0.127, -0.095, -0.006, 0.037, 0.092, 0.089, 0.083, 0.089, 0.108, 0.095, 0.088, 0.083, 0.092, 0.116, -0.532, 0.956, -0.343, -0.092, -0.102, -0.116, -0.096, -0.075, -0.535, -0.109, -0.110, -0.115, -0.101, -0.169, 0.101, 0.093, 0.088, 0.093, 0.101, 0.103, 0.091, 0.098, 0.101, 0.098]
}